No. 1
# C5H12N2O

C5H12N2O in the gas phase (ωB97M-V with the def2-TZVPD basis set, the OMol25 dataset).

Values from the calculation:
- F_max (eV/A) = 0.6
- gap between HOMO and LUMO (eV) = 8.86
- spin multiplicity = 1
- total charge = 0
- calculated total energy (eV) = -10405.463
- HOMO level (eV) = -8.0

Element x y z (Å)
1 C -0.60 -0.59 0.54
2 C 0.43 -1.87 -0.28
3 C 1.53 1.71 0.79
4 C -0.41 0.51 -0.35
5 N -1.95 -1.11 0.62
6 N -1.37 0.76 -1.27
7 C 0.91 1.10 -0.47
8 O 1.63 -1.49 -0.58
9 H 1.50 0.08 -0.66
10 H -0.08 -0.49 1.49
11 H -2.53 -0.59 1.26
12 H -1.95 -2.08 0.90
13 H -1.16 1.34 -2.07
14 H -2.15 0.12 -1.29
15 H -0.24 -2.13 -1.13
16 H 0.33 -2.62 0.53
17 H 0.99 1.77 -1.32
18 H 1.55 1.00 1.61
19 H 2.56 2.00 0.58
20 H 0.99 2.60 1.11

---

No. 2
# C5H12N2O

2 unconnected molecules or ions with the total composition C5H12N2O at a distorted geometry (ωB97M-V with the def2-TZVPD basis set, the OMol25 dataset).

Values from the calculation:
- F_max (eV/A) = 1.2
- gap between HOMO and LUMO (eV) = 8.75
- spin multiplicity = 1
- total charge = 0
- calculated total energy (eV) = -10405.591
- HOMO level (eV) = -8.0
- SMILES = CC(N)=C=O.CNC

Element x y z (Å)
1 C -1.38 1.71 -1.41
2 C -1.27 0.21 -1.36
3 N -0.61 -0.40 -2.47
4 C -1.75 -0.45 -0.35
5 O -2.26 -1.04 0.53
6 H -1.96 2.08 -0.56
7 H -0.39 2.17 -1.38
8 H -1.87 2.01 -2.33
9 H 0.30 0.01 -2.63
10 H -0.53 -1.40 -2.36
11 C 1.27 0.71 1.31
12 N 1.47 -0.63 0.80
13 C 1.15 -1.65 1.78
14 H 1.53 1.43 0.53
15 H 1.95 0.86 2.15
16 H 0.24 0.91 1.65
17 H 0.87 -0.77 -0.01
18 H 0.12 -1.59 2.16
19 H 1.83 -1.54 2.63
20 H 1.30 -2.63 1.34